[1]
C10H22Al3BClF10IN2O8S2 | ωB97M-V/def2-TZVPD

## Properties
Relative energy (zero: lowest compared OMol25 entry of this formula, charge and spin) (kcal per mole): 167.9
Orbital gap (eV): 1.03
LUMO (eV): -6.389

The geometry in XYZ format:
```
60
C10H22Al3BClF10IN2O8S2 ωB97M-V/def2-TZVPD
C -0.849 1.472 -1.708
C -2.016 1.238 -0.625
C -1.868 -0.017 0.331
C -1.402 -1.395 -0.353
B -0.902 0.256 1.652
I 1.223 0.561 1.139
S -1.628 1.487 2.856
O -2.868 2.249 2.310
O -2.151 0.717 4.066
C -0.484 2.785 3.523
F -1.343 3.800 4.101
F 0.235 3.504 2.472
C 0.442 2.297 4.779
F 1.386 3.275 5.213
F 1.150 1.099 4.542
F -0.365 2.075 5.946
H -0.145 2.280 -1.264
H -0.190 0.564 -1.916
H -1.334 1.920 -2.653
H -2.183 2.235 -0.063
H -2.983 1.069 -1.250
H -2.923 -0.204 0.780
H -2.363 -2.157 -0.270
H -0.553 -1.914 0.246
H -1.149 -1.330 -1.463
H -0.910 -0.804 2.209
Al -2.509 3.753 0.702
C -4.040 2.235 -6.318
S -4.068 1.043 -4.963
O -3.638 1.764 -3.723
C -2.660 0.067 -5.537
H -4.824 2.974 -6.144
H -3.072 2.738 -6.355
H -4.234 1.721 -7.262
H -1.776 0.702 -5.621
H -2.897 -0.379 -6.505
H -2.472 -0.724 -4.811
N 1.741 1.555 8.428
O 2.809 1.608 7.808
O 1.209 2.594 8.827
O 1.207 0.464 8.645
O 1.269 -2.637 1.576
H 1.793 -1.978 2.050
H 1.066 -3.302 2.247
Cl -2.106 -3.480 -0.944
F 3.143 -6.211 -0.240
Al 2.635 -4.717 -1.046
F 3.898 -4.194 -2.186
F 2.377 -3.447 0.165
F 1.120 -5.007 -1.932
C 5.311 -1.145 -1.400
C 4.577 -0.103 -0.613
N 3.993 0.728 0.018
H 5.957 -0.665 -2.139
H 5.924 -1.752 -0.730
H 4.597 -1.794 -1.915
Al 2.933 1.563 -1.791
O 2.630 -7.567 -3.431
H 2.111 -7.114 -2.767
F 2.121 3.788 3.169
```

***

[2]
C7H10N2 | ωB97M-V/def2-TZVPD

## Properties
Relative energy (zero: lowest compared OMol25 entry of this formula, charge and spin) (kcal per mole): 192.6
Orbital gap (spin up / spin down) (eV): 8.63 / 8.73
LUMO (spin up / spin down) (eV): 0.399 / 0.284

The geometry in XYZ format:
```
19
C7H10N2 ωB97M-V/def2-TZVPD
C 0.265 -1.080 0.341
C 1.477 -1.285 -0.249
C 0.695 1.386 0.446
C -0.047 0.317 0.583
C 2.413 -0.127 -0.647
C 2.256 1.195 0.158
C -2.896 -0.159 0.601
N -3.304 -0.925 -0.502
N -3.590 0.524 -0.420
H -0.364 -1.844 0.669
H 1.995 -2.175 -0.306
H 0.394 2.484 0.709
H 3.425 -0.484 -0.514
H 2.311 0.045 -1.806
H 2.725 2.023 -0.360
H 2.720 1.088 1.095
H -3.233 -0.487 1.622
H -2.647 -0.922 -1.217
H -4.596 0.427 -0.204
```

***

[3]
C4H9NO2 | ωB97M-V/def2-TZVPD

## Properties
SMILES: c1cc[nH]c1.O.O
Relative energy (zero: lowest compared OMol25 entry of this formula, charge and spin) (kcal per mole): 48.6
Orbital gap (eV): 9.21
LUMO (eV): 0.781

The geometry in XYZ format:
```
16
C4H9NO2 ωB97M-V/def2-TZVPD
C -1.478 0.214 -0.168
C -1.073 1.279 0.647
C -0.028 1.950 -0.024
N 0.236 1.209 -1.144
C -0.822 0.361 -1.378
H -2.109 -0.569 0.212
H -1.292 1.440 1.693
H 0.748 2.543 0.435
H 0.963 1.299 -1.832
H -1.060 -0.221 -2.257
O -0.045 -1.437 1.772
H 0.350 -1.242 2.640
H -0.303 -0.544 1.514
O 2.320 -1.890 -0.634
H 1.763 -1.944 -1.443
H 1.830 -2.447 -0.033
```

***

[4]
C14H17ClNO7P | ωB97M-V/def2-TZVPD

## Properties
SMILES: C[C@@H](Cl)CC1=C(CCCO)C(=O)C(CP(=O)(O)O)=C(OC#N)C1=O
Orbital gap (eV): 8.28
LUMO (eV): -2.122

The geometry in XYZ format:
```
41
C14H17ClNO7P ωB97M-V/def2-TZVPD
C 3.041 -0.021 0.595
C 2.866 -1.241 1.620
Cl 2.653 -0.518 3.320
C 1.591 -2.189 1.340
C 0.264 -1.341 0.981
C -0.121 -1.001 -0.370
C 0.801 -1.533 -1.563
C 0.732 -0.664 -2.916
C 1.430 -1.584 -4.076
O 0.479 -2.573 -4.564
C -1.461 -0.160 -0.523
O -2.181 -0.103 -1.562
C -2.019 0.672 0.749
C -3.035 1.922 0.605
P -1.920 3.479 0.675
O -0.998 3.468 1.929
O -0.875 3.360 -0.692
O -2.830 4.921 0.589
C -1.637 0.342 2.096
O -2.164 1.053 3.247
C -3.342 0.387 3.718
N -4.469 -0.008 3.939
C -0.597 -0.856 2.267
O -0.434 -1.383 3.404
H 2.099 0.630 0.474
H 3.422 -0.332 -0.447
H 3.855 0.687 1.019
H 3.790 -1.915 1.644
H 1.407 -2.834 2.286
H 1.811 -2.959 0.501
H 1.911 -1.644 -1.292
H 0.436 -2.600 -1.836
H -0.320 -0.368 -3.249
H 1.424 0.257 -2.783
H 1.929 -0.963 -4.895
H 2.251 -2.186 -3.513
H -0.272 -2.525 -3.920
H -3.557 1.810 -0.405
H -3.764 1.933 1.499
H -0.047 2.947 -0.334
H -2.149 5.631 0.442
```

***

no.,DFT total energy (eV)
1,-120003.498
2,-10393.260
3,-9877.954
4,-52422.729